DFT (wB97M-V/def2-TZVPD) results for 16 unconnected molecules or ions with the total composition C2H34N2O17.

## Properties
**E**: -1485.199638 hartree
**HOMO**: -10.34 eV
**Multiplicity**: 1
**Energy above the lowest of the compared OMol25 structures with the same formula, charge and spin**: 0.0904 eV
**Orbital gap**: 10.05 eV
**Max |F|**: 3.81 eV/Å

Structure (XYZ):
```
55
C2H34N2O17 | OMol25 | wB97M-V/def2-TZVPD
O 0.59 0.22 -1.19
C 0.33 -0.32 -0.14
N -0.14 -1.61 -0.15
C -0.90 -2.43 -1.06
N -2.04 -1.80 -1.54
O -0.85 -3.64 -1.23
H 0.30 0.21 0.82
H 0.07 -2.26 0.68
H -2.05 -0.78 -1.67
H -2.55 -2.27 -2.28
H 0.07 0.47 -4.38
H -0.61 -0.79 -3.77
O -0.76 -0.01 -4.31
H 0.30 -4.46 0.27
H 0.11 -3.86 1.72
O 0.78 -4.11 1.00
H -2.84 2.09 -1.19
H -1.81 1.49 -2.12
O -2.62 1.30 -1.64
H 2.46 3.93 -0.78
H 1.03 4.35 -1.51
O 1.54 4.42 -0.68
H -0.11 2.86 0.11
H 0.45 2.08 1.26
O -0.21 2.04 0.61
H 2.84 -0.79 1.66
H 2.22 -0.21 3.00
O 2.52 -1.02 2.56
H -2.09 -1.85 2.44
H -2.10 -3.28 2.86
O -2.74 -2.57 2.66
H 3.25 0.50 -0.40
H 2.17 1.47 -0.70
O 2.92 1.36 -0.15
H -3.11 0.53 0.45
H -4.19 0.39 1.44
O -3.31 0.70 1.37
H -0.12 -1.25 3.12
H 1.14 -2.14 2.70
O 0.13 -2.02 2.67
H 1.92 -2.38 -1.49
H 3.32 -2.79 -1.88
O 2.81 -2.10 -1.44
H 0.32 1.09 3.31
H 1.69 1.96 3.41
O 1.32 1.13 3.14
H 2.08 0.86 -2.21
H 1.13 2.04 -2.63
O 2.04 1.71 -2.68
H -0.57 3.77 -2.94
H -0.84 2.60 -3.86
O -0.32 2.89 -3.05
H -1.78 1.03 2.52
H -1.88 0.40 3.96
O -1.33 0.85 3.35
```

---

DFT (wB97M-V/def2-TZVPD) results for a molecular structure, C34H23Cl4N2O4PS2Sc.

## Properties
**E**: -5459.143205 hartree
**HOMO**: -4.88 eV
**Multiplicity**: 1
**Energy above the lowest of the compared OMol25 structures with the same formula, charge and spin**: 0.2575 eV
**Orbital gap**: 7.19 eV
**Max |F|**: 0.74 eV/Å
**Total charge**: -1

Structure (XYZ):
```
71
C34H23Cl4N2O4PS2Sc | OMol25 | wB97M-V/def2-TZVPD
Sc -0.28 1.41 -0.10
C -0.70 -4.22 4.13
C 0.46 -4.45 3.41
C 0.81 -3.62 2.35
C 0.00 -2.55 2.00
C -1.16 -2.31 2.74
C -1.52 -3.14 3.79
P 0.27 -1.41 0.58
C 1.97 -1.81 0.01
C 2.25 -2.06 -1.33
C 3.56 -2.21 -1.77
C 4.61 -2.13 -0.87
C 4.35 -1.89 0.47
C 3.04 -1.73 0.90
C -0.76 -2.20 -0.71
C -0.78 -3.57 -0.82
C -1.51 -4.20 -1.85
C -2.20 -3.43 -2.75
C -2.19 -2.01 -2.66
C -2.88 -1.24 -3.62
C -2.86 0.12 -3.52
C -2.18 0.75 -2.45
C -1.50 0.07 -1.47
C -1.48 -1.36 -1.61
H -0.97 -4.87 4.95
H 1.10 -5.28 3.67
H 1.72 -3.83 1.79
H -1.79 -1.46 2.48
H -2.43 -2.95 4.34
H 1.44 -2.11 -2.05
H 3.75 -2.37 -2.82
H 5.63 -2.24 -1.22
H 5.17 -1.82 1.19
H 2.85 -1.55 1.96
H -0.23 -4.18 -0.12
H -1.52 -5.28 -1.93
H -2.76 -3.89 -3.55
H -3.41 -1.74 -4.42
H -3.37 0.73 -4.26
H -2.21 1.83 -2.44
Cl -3.01 2.45 0.16
C -3.25 3.75 -0.96
C -4.55 4.19 -1.12
C -4.82 5.24 -1.98
C -3.77 5.83 -2.66
C -2.47 5.38 -2.48
Cl -1.22 6.19 -3.38
C -2.14 4.30 -1.63
S -0.51 3.73 -1.49
H -5.35 3.70 -0.57
H -5.83 5.59 -2.13
H -3.94 6.66 -3.34
O 0.08 2.27 3.75
Cl -0.84 2.35 2.66
O -2.09 2.90 3.08
O -1.05 1.00 2.06
O -0.27 3.11 1.54
Cl 3.56 0.28 4.73
C 3.35 1.09 3.20
C 4.33 1.92 2.70
C 4.11 2.51 1.46
C 2.92 2.25 0.80
N 1.98 1.45 1.30
C 2.19 0.88 2.48
H 5.24 2.08 3.25
H 4.84 3.16 1.02
H 2.72 2.68 -0.17
H 1.41 0.24 2.87
S 2.83 0.85 -3.72
C 1.93 1.04 -2.40
N 1.31 1.16 -1.41
```

---

DFT (wB97M-V/def2-TZVPD) results for 2 unconnected molecules or ions with the total composition CH2NO2S.

## Properties
**E**: -642.659764 hartree
**HOMO**: -0.65 eV
**Multiplicity**: 1
**Energy above the lowest of the compared OMol25 structures with the same formula, charge and spin**: 3.3480 eV
**Orbital gap**: 3.66 eV
**Max |F|**: 2.77 eV/Å
**Total charge**: -1

Structure (XYZ):
```
7
CH2NO2S | OMol25 | wB97M-V/def2-TZVPD
C -1.81 0.09 0.21
N 1.65 -0.05 -0.04
O -1.98 1.12 0.76
O 1.53 0.98 -0.95
S -1.74 -1.40 -0.27
H 1.29 -0.91 -0.47
H 1.05 0.17 0.77
```